DFT (ωB97M-V/def2-TZVPD) results for a molecular structure, C36H48BeN5O4.

Output
**HOMO**: -0.38621 Ha
**Total charge**: +1
**Energy relative to the best compared isomer or geometry (same formula, charge and spin)**: 57.3 kcal/mol
**Multiplicity**: 1
**Largest force on an atom**: 4.9 eV/A
**Total energy**: -1989.55516 hartree

Structure (XYZ):
```
94
Properties=species:S:1:pos:R:3:forces:R:3
Be -16.87085 -6.28267 -15.72732 4.3926 -1.1471 -1.7675
C -12.08735 -5.09729 -15.43994 -1.5196 -0.1210 -0.0242
C -13.32905 -4.64986 -16.25339 -0.6520 0.0990 0.1515
O -14.53471 -5.27799 -15.91497 -1.0562 -1.6846 0.4878
H -11.34397 -4.36483 -15.75455 0.5666 -0.4310 0.5185
H -11.80235 -6.14691 -15.51191 0.2364 0.0083 -0.8179
H -12.36819 -5.04999 -14.38780 0.3074 0.7574 0.1644
H -13.15478 -4.70611 -17.32789 0.1793 -0.3816 -0.4078
H -13.35484 -3.57226 -16.09147 -0.3259 0.4213 0.2667
N -10.52755 -4.22671 -11.54713 0.8660 -0.3443 -0.8885
C -11.73296 -4.79985 -11.38803 1.2906 0.9522 1.3754
C -12.43465 -4.52798 -10.24202 -0.4090 -0.4708 1.5619
C -11.85901 -3.80432 -9.18753 1.2878 1.1699 -0.3103
C -10.55916 -3.29441 -9.32651 -0.2512 -0.8746 -1.7444
C -9.93237 -3.52023 -10.58392 -1.9538 -0.0361 1.0061
H -12.08729 -5.54568 -12.08416 0.0869 0.2772 -0.5075
H -13.36550 -5.02515 -10.01238 -0.3678 0.1195 -0.3360
H -12.37930 -3.50470 -8.28979 -0.3909 -0.5281 0.0617
H -9.98576 -2.74922 -8.59140 -0.3974 0.0421 0.3006
H -8.98684 -3.02159 -10.73801 0.2405 -0.3443 -0.5573
N -17.19602 -5.40861 -18.37088 -1.2920 0.4319 -0.8658
C -18.48830 -5.33277 -18.77716 0.2893 -1.1322 0.1492
C -18.91688 -5.13636 -20.10210 1.6057 -0.3191 1.1252
C -17.90914 -4.86168 -21.00588 1.4904 0.6573 -0.7785
C -16.51634 -4.77153 -20.64742 -2.3018 -0.7213 1.8794
C -16.26697 -5.12347 -19.31124 0.2972 0.2159 0.4589
H -19.16926 -5.63542 -17.99543 -0.4752 0.2885 -0.0567
H -19.92947 -5.29533 -20.44238 -0.0783 0.2740 0.2883
H -18.23904 -4.68507 -22.01898 0.3158 0.0474 -0.2648
H -15.66378 -4.45300 -21.22887 -0.3719 -0.1623 -0.4912
H -15.26714 -5.15975 -18.90451 0.3207 0.0525 -0.1894
N -11.74949 -6.12058 -20.13998 -0.3110 -1.0580 1.7567
C -11.40477 -6.75626 -18.94569 0.4805 0.1519 -2.9606
C -11.00838 -8.08549 -19.00113 -0.6824 -0.5729 -0.7817
C -11.11463 -8.79825 -20.22223 0.4956 0.0035 0.1965
C -11.56244 -8.19992 -21.37884 -0.3399 1.0162 0.3567
C -11.87878 -6.85333 -21.25420 0.4424 1.3266 0.9959
H -11.28196 -6.11001 -18.08914 -0.1663 -0.1017 0.1484
H -10.65480 -8.68468 -18.17509 0.1176 0.4392 0.3958
H -10.72753 -9.80568 -20.26279 -0.1271 -0.2087 0.1208
H -11.66756 -8.58860 -22.38098 0.2246 -0.7019 0.2286
H -12.14983 -6.23224 -22.09514 -0.1511 -0.2449 -0.3861
N -15.63472 -7.87381 -14.17610 -0.3904 -2.4994 0.4933
C -14.64572 -7.45805 -13.39747 -0.1312 1.2297 1.3323
C -14.26394 -8.06006 -12.19134 -0.3240 -1.1204 -0.3835
C -14.79872 -9.31204 -11.82172 1.2619 2.2022 0.0918
C -15.73305 -9.85559 -12.66639 0.8767 -0.5641 -1.7182
C -16.01542 -9.19550 -13.85723 -0.9643 2.0305 -0.1754
H -14.17082 -6.51759 -13.63499 -0.2161 0.2579 -0.3623
H -13.51587 -7.55672 -11.59684 0.1109 -0.1374 0.0299
H -14.36430 -9.78886 -10.95550 -0.4490 -0.2425 0.1519
H -15.96138 -10.90963 -12.60917 -0.5470 0.0484 0.2141
H -16.65498 -9.68347 -14.57781 -0.1609 0.1327 -0.1048
N -16.18304 -8.29068 -16.97906 -0.6927 -0.7862 -1.4496
C -17.04876 -9.23600 -17.53477 1.7823 -0.1614 -0.8738
C -16.60450 -10.32522 -18.34224 1.6144 1.2600 1.2513
C -15.19559 -10.45284 -18.54667 -2.1513 0.6230 -0.5029
C -14.35808 -9.48603 -18.04980 0.0495 -0.0500 0.4134
C -14.85407 -8.42631 -17.29155 -1.2901 -0.2399 0.7401
H -18.11732 -9.09272 -17.47107 -0.0196 0.2419 0.5307
H -17.26529 -11.06856 -18.76319 -0.2839 0.2430 0.0671
H -14.81580 -11.17491 -19.25433 0.0353 -0.3844 0.2934
H -13.30302 -9.62905 -18.23083 0.1279 0.5530 0.0553
H -14.19087 -7.69282 -16.85731 -0.0628 0.2460 0.0108
C -5.99256 -7.26730 -14.47194 -0.3890 0.4110 -1.5490
C -7.21648 -7.13814 -15.35562 1.6533 -0.2083 -2.4831
O -7.06971 -6.96087 -16.58600 -1.2892 -0.3607 3.0737
C -8.51814 -7.29699 -14.61047 -0.5833 0.6265 -1.6179
H -5.96794 -8.26521 -14.03414 -0.1061 0.3911 0.7190
H -6.12277 -6.37451 -13.86032 0.6014 -0.4327 0.8758
H -5.12349 -7.16124 -15.12121 0.0373 0.1144 0.2082
H -9.29269 -6.97974 -15.30870 -0.2580 -0.1007 0.0074
H -8.60286 -6.63824 -13.74619 0.2678 -0.4286 0.2536
H -8.66112 -8.36167 -14.42580 0.0190 0.0887 0.4941
C -6.67081 -1.42207 -16.49217 -0.1386 0.0205 -0.1983
C -7.06558 -2.64530 -15.74962 0.8674 0.3939 -0.1139
O -6.26345 -3.22490 -15.04716 -0.4931 -0.1297 0.1712
C -8.43700 -3.16617 -16.00899 -0.1183 -1.4075 1.2129
H -5.91823 -1.69149 -17.23321 0.0091 0.0049 -0.0509
H -6.20518 -0.74188 -15.77898 -0.2340 0.3287 -0.2445
H -7.57233 -1.08703 -17.00511 0.3685 0.7384 -0.0112
H -8.33729 -4.09162 -15.44179 -0.5796 -0.7404 -0.6931
H -8.64222 -3.26450 -17.07497 0.0619 -0.1417 0.0745
H -9.28316 -2.70600 -15.49873 0.2409 0.8418 -0.1491
C -11.23622 -2.16062 -18.63330 -0.3142 -1.1152 0.2399
C -10.19859 -1.81879 -19.65766 1.6891 0.4971 1.2634
O -8.99663 -1.97727 -19.41164 -2.0879 0.0932 -0.8495
C -10.71445 -1.09557 -20.85341 -0.4156 0.5122 -1.3717
H -11.55088 -1.28528 -18.06508 0.1480 0.1313 -0.0401
H -10.85543 -2.93118 -17.96298 0.1419 0.2410 0.1908
H -12.12861 -2.59062 -19.08810 -0.0749 0.1487 -0.1898
H -10.32200 -1.48166 -21.79416 0.3927 0.0222 0.1306
H -10.50549 -0.02643 -20.81617 0.6496 -0.0096 0.1912
H -11.79437 -1.07195 -20.99938 -0.1547 -0.5786 0.4920
```
Positions in Å, forces in eV/Å.